Entry 1:
{"formula": "CH5NO2", "method": "ωB97M-V/def2-TZVPD", "multiplicity": 2, "total_energy_ev": -6693.04758, "e_homo_ev": [-16.60, -16.55], "largest_force_ev_per_a": 2.77, "total_charge": 1, "lumo_ev": [-5.718, -10.286], "orbital_gap_ev": [10.884, 6.263], "elements": ["N", "H", "H", "H", "H", "O", "C", "O", "H"], "positions_angstrom": [[0.639, 0.264, 1.414], [1.410, -0.057, 1.994], [0.591, 1.275, 1.502], [0.504, 0.084, -0.298], [-0.187, -0.106, 1.880], [0.413, 0.025, -1.344], [-0.790, -0.373, -1.654], [-1.230, -1.407, -1.162], [-1.350, 0.296, -2.333]]}

=====

Entry 2:
{"formula": "CH5NO2Si", "method": "ωB97M-V/def2-TZVPD", "total_energy_ev": -14573.39994, "e_homo_ev": [-9.03, -8.60], "largest_force_ev_per_a": 3.35, "total_charge": 0, "lumo_ev": [-1.688, -0.516], "orbital_gap_ev": [7.344, 8.083], "elements": ["C", "N", "O", "O", "Si", "H", "H", "H", "H", "H"], "positions_angstrom": [[2.007, 0.986, -0.017], [-1.537, 0.037, 0.517], [-1.901, -0.103, 1.703], [-1.395, 1.126, -0.067], [-0.996, -1.255, -0.471], [1.179, 1.669, -0.108], [2.312, 0.657, 0.968], [2.729, 0.429, -0.757], [-0.880, -2.546, -0.003], [-1.518, -1.000, -1.765]]}

=====

Entry 3:
{"formula": "CH5NO3", "method": "ωB97M-V/def2-TZVPD", "total_energy_ev": -8751.67390, "e_homo_ev": -10.44, "smiles": "NC(=O)O.O", "largest_force_ev_per_a": 0.85, "total_charge": 0, "lumo_ev": 0.689, "orbital_gap_ev": 11.127, "elements": ["N", "C", "O", "O", "H", "H", "H", "O", "H", "H"], "positions_angstrom": [[-0.466, -0.390, -0.894], [-0.913, -0.630, 0.362], [-0.274, -0.905, 1.340], [-2.284, -0.522, 0.377], [-1.137, -0.162, -1.592], [0.508, -0.184, -1.045], [-2.574, -0.900, 1.219], [2.268, 1.055, -0.245], [3.126, 0.987, 0.180], [1.746, 1.650, 0.299]]}

=====

Entry 4:
{"formula": "CH5NO3", "method": "ωB97M-V/def2-TZVPD", "total_energy_ev": -8750.53131, "e_homo_ev": -10.25, "smiles": "NC(=O)O.O", "largest_force_ev_per_a": 4.02, "total_charge": 0, "lumo_ev": 0.459, "orbital_gap_ev": 10.710, "elements": ["N", "C", "O", "O", "H", "H", "H", "O", "H", "H"], "positions_angstrom": [[1.162, 1.963, 0.204], [0.159, 0.918, 0.238], [-0.982, 1.020, -0.115], [0.593, -0.354, 0.888], [2.146, 1.630, 0.467], [0.900, 2.871, 0.525], [0.054, -1.199, 0.485], [-1.110, -2.089, -0.678], [-0.805, -2.825, -1.308], [-2.118, -1.935, -0.706]]}